Record 1
Entry from the Open Molecules 2025 dataset: C33H25Br2F6GeMgN3O6S2 as an isolated structure (ωB97M-V/def2-TZVPD).

Computed properties:
energy above the lowest of the compared OMol25 structures with the same formula, charge and spin	0.0	kJ/mol
E_HOMO	-8.90	eV
F_max	0.01814	Eh/bohr

```
! RIJCOSX wB97M-V def2-TZVPD def2/J DEFGRID3
* xyz 0 1
Mg -0.2336 0.4789 0.2514
Br -0.8037 -5.2480 -3.3193
C -0.6261 -3.7390 -2.2109
C -1.6604 -3.3681 -1.3723
C -1.4757 -2.2399 -0.5913
N -0.3575 -1.5217 -0.6144
C 0.6427 -1.8894 -1.4215
C 0.5453 -3.0007 -2.2448
C 1.8646 -1.0328 -1.3675
C 3.0509 -1.3888 -1.9920
C 4.1382 -0.5416 -1.8632
Br 5.7636 -0.9823 -2.7017
C 4.0334 0.6178 -1.1173
C 2.8107 0.8860 -0.5263
N 1.7552 0.0900 -0.6525
H -2.5835 -3.9264 -1.3305
H -2.2466 -1.8876 0.0839
H 1.3446 -3.2890 -2.9095
H 3.1444 -2.3025 -2.5579
H 4.8683 1.2917 -0.9973
H 2.6657 1.7802 0.0691
F 1.3144 2.2369 -3.1237
C 0.6799 3.2159 -2.4821
F 0.1368 4.0375 -3.3580
F 1.5625 3.8823 -1.7428
S -0.6317 2.4783 -1.3649
O -0.7573 1.0773 -1.7562
O -0.0555 2.5456 -0.0225
N -1.8837 3.3520 -1.4803
S -3.0172 3.0503 -2.5865
O -3.9692 4.1057 -2.5213
O -2.4710 2.6112 -3.8320
C -3.8944 1.5424 -1.8760
F -3.7188 0.4909 -2.6712
F -5.1940 1.7919 -1.7800
F -3.4345 1.2286 -0.6620
O -1.5359 -0.0471 1.7060
C -0.5378 -0.2795 2.4565
O 0.6337 -0.0564 2.0300
C -0.7294 -0.8190 3.8503
C 0.1018 -0.0346 4.8672
Ge -0.3298 1.8618 5.1837
C 1.3856 2.7426 5.4933
C 1.6150 3.5488 6.6056
C 2.8419 4.1741 6.7906
C 3.8555 4.0028 5.8596
C 3.6413 3.2034 4.7443
C 2.4158 2.5774 4.5662
C -1.2632 2.7913 3.7490
C -0.7080 3.9289 3.1648
C -1.4086 4.6505 2.2073
C -2.6785 4.2465 1.8242
C -3.2448 3.1160 2.3975
C -2.5409 2.3958 3.3508
C -1.4163 1.9933 6.8048
C -2.5642 2.7813 6.8543
C -3.3143 2.8766 8.0200
C -2.9217 2.1873 9.1575
C -1.7758 1.4038 9.1276
C -1.0330 1.3097 7.9597
H -0.3690 -1.8528 3.8331
H -1.7925 -0.8405 4.0852
H 1.1489 -0.0769 4.5671
H 0.0338 -0.5155 5.8461
H 0.8282 3.6912 7.3386
H 3.0054 4.7960 7.6618
H 4.8117 4.4903 6.0023
H 4.4310 3.0675 4.0156
H 2.2598 1.9521 3.6913
H 0.2818 4.2592 3.4608
H -0.9606 5.5278 1.7575
H -3.2239 4.8055 1.0748
H -4.2341 2.7933 2.0984
H -2.9979 1.5136 3.7854
H -2.8801 3.3279 5.9725
H -4.2055 3.4913 8.0386
H -3.5052 2.2611 10.0664
H -1.4609 0.8678 10.0143
H -0.1359 0.6987 7.9576
*
```

***

Record 2
Entry from the Open Molecules 2025 dataset: C33H25F10N8O4Re as an isolated structure in a non-equilibrium geometry (ωB97M-V/def2-TZVPD).

Computed properties:
E_HOMO (spin up / spin down)	-10.07 / -11.17	eV
expectation value of S²	3.770
F_max	0.07863	Eh/bohr

```
! RIJCOSX wB97M-V def2-TZVPD def2/J DEFGRID3
* xyz 1 4
Re -0.6001 -0.0185 0.4512
C -1.2499 0.0758 3.4868
N -0.4982 -0.8237 2.5698
C 0.9223 -0.8808 3.0443
C 1.7702 0.0824 2.2768
N 1.0533 0.8852 1.2501
C 1.5036 2.1932 1.0218
C 1.5152 3.0839 2.1090
F 1.1145 2.6851 3.3767
C 1.9404 4.3653 1.9642
F 1.5466 5.2784 2.8580
C 2.8223 4.6944 0.8851
F 3.5972 5.8261 0.9767
C 2.9933 3.7631 -0.1497
F 3.9218 3.9414 -1.0759
C 2.1237 2.6617 -0.1947
F 2.0245 1.8965 -1.3212
C -1.2321 -2.0814 2.6330
C -2.2857 -2.1350 1.5172
N -2.2691 -0.9605 0.6450
C -3.2660 -0.8710 -0.3655
C -4.3206 0.0523 -0.2516
F -4.4853 0.7581 0.9182
C -5.1596 0.3281 -1.3099
F -5.8707 1.4966 -1.4664
C -5.2448 -0.5741 -2.3611
F -6.2693 -0.5595 -3.2050
C -4.2022 -1.4465 -2.5516
F -4.0601 -2.2381 -3.6140
C -3.1865 -1.5403 -1.5909
F -2.1062 -2.3298 -1.8722
H -1.2522 -0.3392 4.5292
H -2.2815 0.1882 3.1033
H -0.6957 1.0563 3.5421
H 1.2345 -1.9057 2.9891
H 0.9299 -0.5916 4.1353
H 2.5020 -0.5075 1.7023
H 2.2833 0.7878 2.9593
H -1.6513 -2.3323 3.6584
H -0.5509 -2.9104 2.4551
H -3.2469 -2.2889 1.9513
H -2.1323 -3.1043 0.9937
C 4.6351 -1.4532 -2.7903
C 4.1288 -2.1181 -1.5699
N 2.8989 -1.9415 -1.1201
C 2.7062 -2.7130 -0.0388
C 3.8840 -3.4679 0.1940
N 4.7663 -2.9939 -0.7458
C 4.3066 -4.5331 1.1876
O 3.3809 -4.9331 2.0402
O 5.4354 -4.9351 1.0463
C 1.3626 -2.7454 0.6463
O 1.2239 -3.5928 1.5483
O 0.4407 -1.9215 0.1985
H 3.9447 -0.6296 -2.9883
H 4.5794 -2.0980 -3.6385
H 5.6617 -1.1011 -2.6972
H 5.6378 -3.4546 -0.9171
H 2.5602 -4.3778 1.8541
N -2.0740 1.5814 -2.2141
C -2.1905 2.2407 -1.0137
C -3.0613 3.2837 -0.9216
C -3.3231 3.9364 0.2589
C -2.5312 3.6093 1.3717
C -1.6082 2.5655 1.2704
N -1.5072 1.7761 0.1182
C -1.1346 0.6267 -2.5466
C -1.0830 0.3225 -3.9023
C 0.0352 -0.3042 -4.4513
C 0.9914 -0.7589 -3.5335
C 0.8267 -0.4948 -2.1772
N -0.2657 0.1267 -1.6381
H -2.6105 1.9392 -2.9988
H -3.5651 3.5053 -1.8635
H -4.2494 4.6226 0.3638
H -2.6721 4.1612 2.2961
H -0.9954 2.3290 2.1060
H -1.9186 0.7289 -4.5157
H 0.2428 -0.3911 -5.5535
H 1.9368 -1.1983 -3.9015
H 1.5222 -0.8589 -1.4360
*
```

***

Record 3
Entry from the Open Molecules 2025 dataset: C33H26AsBr2EuNO as an isolated structure in a non-equilibrium geometry (ωB97M-V/def2-TZVPD).

Computed properties:
energy above the lowest of the compared OMol25 structures with the same formula, charge and spin	24.6	kJ/mol
E_HOMO (spin up / spin down)	-10.66 / -10.66	eV
expectation value of S²	12.036
F_max	0.04666	Eh/bohr

```
! RIJCOSX wB97M-V def2-TZVPD def2/J DEFGRID3
* xyz 1 7
Eu 7.3721 -12.8674 15.6912
C 9.1830 -14.7486 16.6975
C 8.0393 -15.5063 16.3293
C 6.9782 -15.0978 17.1501
C 7.4496 -14.1327 18.0823
C 8.8164 -13.9318 17.8138
H 10.1159 -14.7073 16.2155
H 7.9094 -16.1619 15.4333
H 5.9264 -15.4062 17.0648
H 6.7767 -13.5437 18.7687
H 9.5338 -13.2439 18.3061
C 11.0538 -12.4439 14.8447
C 10.1571 -12.2400 13.6756
C 10.5686 -11.5511 12.5304
C 9.7422 -11.2897 11.4883
C 8.5059 -11.9565 11.4712
C 7.6855 -12.1620 10.3357
Br 8.2253 -11.4703 8.6426
C 6.5948 -13.0068 10.4189
C 6.1590 -13.5073 11.6224
Br 4.4419 -14.2750 11.8461
C 6.9379 -13.3383 12.7364
O 6.5934 -13.7275 13.9314
C 8.1581 -12.6458 12.6273
N 8.9208 -12.6463 13.7624
H 11.7935 -11.7090 14.9765
H 11.6194 -13.4265 14.7260
H 10.5605 -12.5533 15.8205
H 11.5317 -11.1200 12.5558
H 9.9979 -10.6117 10.6901
H 6.0167 -13.2351 9.5023
C 3.6023 -5.6556 15.9239
C 2.6997 -6.4335 15.1896
C 3.0847 -7.6452 14.7036
C 4.3601 -8.1262 15.0084
C 5.2347 -7.4275 15.7929
C 4.8337 -6.1904 16.2455
As 4.8831 -9.8310 14.2090
C 3.9091 -11.0488 15.3980
C 2.9560 -10.6581 16.3410
C 2.3767 -11.6287 17.1306
C 2.6793 -12.9790 17.0505
C 3.5764 -13.4014 16.0516
C 4.1564 -12.4247 15.2154
C 6.6295 -9.9919 15.2188
C 6.7113 -10.2727 16.5962
C 7.9778 -10.3860 17.2162
C 9.1170 -10.0988 16.4770
C 9.0087 -9.6684 15.1512
C 7.7846 -9.6475 14.5270
H 3.4452 -4.6022 16.1563
H 1.7018 -6.0627 14.9552
H 2.4169 -8.2423 14.1585
H 6.2522 -7.8216 16.0231
H 5.4798 -5.6227 16.8956
H 2.6503 -9.6376 16.4286
H 1.5613 -11.4494 17.8232
H 2.2050 -13.7369 17.6659
H 3.8034 -14.4195 15.8942
H 4.7003 -12.7608 14.3307
H 5.8784 -10.3485 17.2746
H 8.0546 -10.7357 18.2342
H 10.1129 -10.3165 16.8295
H 9.8273 -9.4827 14.5196
H 7.7987 -9.4597 13.4250
*
```

***

Record 4
Entry from the Open Molecules 2025 dataset: C33H26BrF4I2N3O4PPtS2 as an isolated structure in a non-equilibrium geometry (ωB97M-V/def2-TZVPD).

Computed properties:
energy above the lowest of the compared OMol25 structures with the same formula, charge and spin	137.8	kJ/mol
E_HOMO	-14.91	eV
F_max	0.03833	Eh/bohr

```
! RIJCOSX wB97M-V def2-TZVPD def2/J DEFGRID3
* xyz 3 1
Pt -0.2503 -0.6408 -0.3958
F 0.2956 -7.6554 1.5491
C 0.3380 -6.3458 1.5619
C 1.0481 -5.6754 2.5401
F 1.6771 -6.3474 3.4802
C 1.0873 -4.2882 2.5341
F 1.7238 -3.7253 3.5585
C 0.4709 -3.5153 1.5503
P 0.7279 -1.6991 1.4839
C 2.5139 -1.3424 1.3119
C 2.9915 -0.5297 0.2807
C 4.3448 -0.2703 0.1362
C 5.2545 -0.8217 1.0234
C 4.7957 -1.5998 2.0755
C 3.4418 -1.8420 2.2350
C 0.1949 -1.1051 3.0904
C 0.8681 -0.0314 3.6756
C 0.5717 0.3303 4.9819
C -0.4050 -0.3609 5.6893
C -1.1157 -1.3924 5.0864
C -0.8250 -1.7617 3.7801
C -0.3271 -4.2285 0.6383
Br -1.5640 -3.3896 -0.5103
C -0.3805 -5.6098 0.6265
F -1.1359 -6.2616 -0.2416
H 2.3065 -0.0404 -0.3957
H 4.6874 0.3684 -0.6668
H 6.3122 -0.6266 0.9116
H 5.4950 -2.0217 2.7845
H 3.1255 -2.3977 3.0983
H 1.6230 0.5134 3.1219
H 1.1155 1.1384 5.4523
H -0.6127 -0.0953 6.7176
H -1.8740 -1.9271 5.6431
H -1.3702 -2.5750 3.3155
N -3.4773 1.3239 3.2127
C -2.0785 1.5529 2.7224
C -1.8539 0.6630 1.5079
O -0.6321 0.7207 1.0777
O -2.7590 -0.0191 1.0649
H -4.0143 2.1876 3.3030
H -3.4919 0.8385 4.1118
H -3.9301 0.7063 2.5116
H -1.3592 1.2995 3.5003
H -1.9489 2.5983 2.4450
I 1.0954 3.2124 1.0586
I 2.6135 5.3814 1.1397
N -3.0918 4.2044 -4.7167
C -2.0664 4.3591 -3.8656
S -1.2896 5.7518 -3.5473
C -1.6809 3.1214 -3.1078
C -0.3456 2.9057 -2.7785
C 0.0032 1.8041 -2.0333
N -0.9141 0.9206 -1.5894
C -2.2075 1.1164 -1.8988
C -2.6179 2.1934 -2.6589
H -3.4056 5.0080 -5.2404
H -3.4882 3.3096 -4.9467
H 0.4104 3.6072 -3.1039
H 1.0325 1.6212 -1.7598
H -2.9154 0.4034 -1.5001
H -3.6736 2.3189 -2.8590
O -1.7511 -3.3781 -8.0305
C -2.1188 -2.4839 -7.1319
O -3.0168 -1.7114 -7.2910
C -1.3559 -2.3523 -5.8315
C -2.1434 -2.1382 -4.6748
C -1.5439 -1.8893 -3.4821
C -0.1106 -1.7980 -3.4123
S 0.7851 -1.4212 -2.0830
C 0.6692 -2.0076 -4.6142
C 0.0440 -2.2830 -5.7978
H -1.0410 -3.9686 -7.7416
H -3.2199 -2.1762 -4.7709
H -2.1287 -1.7507 -2.5841
H 1.7489 -1.9434 -4.5565
H 0.6239 -2.4176 -6.7022
*
```

***

| no. | E_tot (eV) |
| --- | --- |
| 1 | -291407.812 |
| 2 | -84034.052 |
| 3 | -258427.495 |
| 4 | -178597.646 |